[1]
The following is a DFT calculation (ωB97M-V with the def2-TZVPD basis set) of 3 unconnected molecules or ions with the total composition C22H44FN3O4.

Summary:
Expectation value of S² ... 2.01
HOMO (spin up / spin down) ... -8.29 / -9.20 eV
Spin multiplicity ... 3
Relative energy (zero: lowest compared OMol25 entry of this formula, charge and spin) ... 45.52 kJ/mol
Electronic energy ... -1429.61822 Eh

Each line ends with the Mulliken charge.
Positions of all 74 atoms, in Å:
N: -2.8705 -1.5720 -4.7599  -0.49
C: -2.5292 -0.2816 -5.1397  0.48
O: -1.4330 0.0387 -5.3482  -0.43
O: -3.6041 0.5247 -5.3062  -0.43
C: -3.6126 1.6382 -4.4200  -0.57
C: -3.4732 1.2920 -2.9255  -0.64
C: -2.2804 1.9545 -2.2781  -0.44
F: -1.1928 1.1393 -2.2808  -0.23
H: -3.8679 -1.6353 -4.6072  0.30
H: -2.3862 -1.8172 -3.9076  0.26
H: -4.5699 2.1071 -4.5594  0.40
H: -2.8789 2.3825 -4.6952  0.36
H: -4.3281 1.7010 -2.4112  0.38
H: -3.4828 0.2311 -2.7264  0.40
H: -2.0338 2.8767 -2.7823  0.35
H: -2.5525 2.2343 -1.2706  0.26
C: 1.8319 -1.2815 -3.1086  -1.70
C: 2.1597 -1.1468 -1.6053  1.94
C: 2.2912 0.3179 -1.1847  -0.68
C: 3.6050 0.9746 -1.6003  -0.70
C: 4.7911 0.1351 -1.1263  -1.26
C: 4.7093 -1.3167 -1.6009  1.77
N: 3.3863 -1.9260 -1.2663  0.46
O: 3.3662 -2.2204 -0.0172  -0.62
C: 4.9980 -1.3578 -3.1177  -1.92
C: 5.8355 -2.1347 -0.9738  -1.87
C: 0.9162 -1.7084 -0.9245  -1.76
H: 2.6769 -1.1557 -3.7763  0.27
H: 1.4227 -2.2707 -3.3192  0.39
H: 1.0875 -0.5403 -3.4037  0.26
H: 2.2086 0.3880 -0.0942  0.28
H: 1.4481 0.8863 -1.5819  0.04
H: 3.6302 1.1185 -2.6840  0.29
H: 3.6680 1.9729 -1.1616  0.43
H: 5.7256 0.5763 -1.4800  0.39
H: 4.8300 0.1622 -0.0325  0.38
H: 4.7352 -2.3270 -3.5435  0.40
H: 6.0602 -1.1956 -3.2999  0.46
H: 4.4894 -0.5776 -3.6800  0.40
H: 5.8218 -2.0925 0.1144  0.37
H: 6.8003 -1.7450 -1.2955  0.43
H: 5.7736 -3.1814 -1.2761  0.44
H: 0.7933 -2.7733 -1.1302  0.59
H: 0.0306 -1.1956 -1.3018  0.22
H: 0.9373 -1.5710 0.1557  0.30
C: -1.5106 -1.6307 4.0670  -1.66
C: -1.5735 -0.5365 2.9800  1.67
C: -0.2669 0.2582 2.9056  -0.96
C: -0.0938 1.2820 4.0252  -0.85
C: -1.3167 2.1953 4.1055  -1.27
C: -2.6238 1.4148 4.2537  1.83
N: -2.7479 0.3567 3.2057  0.41
O: -3.0776 0.9073 2.0941  -0.56
C: -2.6893 0.8267 5.6805  -1.92
C: -3.8131 2.3691 4.1778  -1.88
C: -1.7104 -1.3226 1.6808  -1.72
H: -1.6517 -1.2781 5.0827  0.32
H: -2.2839 -2.3804 3.8945  0.40
H: -0.5430 -2.1335 4.0422  0.36
H: -0.2251 0.7909 1.9492  0.24
H: 0.5780 -0.4332 2.8982  0.49
H: 0.0836 0.7756 4.9780  0.36
H: 0.7968 1.8839 3.8326  0.40
H: -1.2130 2.8839 4.9469  0.38
H: -1.3578 2.8131 3.2026  0.37
H: -3.4840 0.0843 5.7655  0.39
H: -2.8996 1.6172 6.4006  0.46
H: -1.7543 0.3802 6.0120  0.39
H: -3.8219 2.9476 3.2551  0.36
H: -3.7694 3.0820 4.9999  0.43
H: -4.7564 1.8250 4.2493  0.45
H: -2.6546 -1.8682 1.6390  0.55
H: -0.9061 -2.0544 1.6096  0.46
H: -1.6477 -0.6838 0.8005  0.16

***

[2]
The following is a DFT calculation (ωB97M-V with the def2-TZVPD basis set) of a molecular structure, C22H44N5O6SZr.

Summary:
HOMO ... -11.20 eV
Net charge ... +1
Relative energy (zero: lowest compared OMol25 entry of this formula, charge and spin) ... 47.48 kJ/mol
Electronic energy ... -2035.03188 Eh

Each line ends with the Mulliken charge.
Positions of all 79 atoms, in Å:
Zr: -0.0960 -0.5093 -0.0843  -0.29
C: -0.2410 -2.6111 2.4320  -1.21
O: 0.6763 -2.1167 1.4284  0.96
C: 1.5426 -3.1451 0.9398  -0.57
C: 2.4126 -2.4790 -0.0871  -0.99
O: 1.5439 -1.7989 -1.0114  0.08
C: 1.1308 -2.6538 -2.1133  -0.85
H: 0.3315 -3.1152 3.2103  0.36
H: -0.9541 -3.2880 1.9658  0.24
H: -0.7586 -1.7475 2.8371  0.23
H: 0.9359 -3.9456 0.5092  0.33
H: 2.1408 -3.5495 1.7589  0.50
H: 3.0459 -3.1853 -0.6223  0.50
H: 3.0545 -1.7199 0.3580  0.13
H: 1.9704 -2.7540 -2.7985  0.27
H: 0.2807 -2.1867 -2.6013  0.20
H: 0.8139 -3.6214 -1.7301  0.38
O: -2.2600 -2.0510 -2.5163  -0.65
S: -2.4407 -1.6270 -1.1639  1.04
O: -3.7096 -1.7738 -0.5487  -0.65
O: -1.9044 -0.1690 -0.9921  -0.42
O: -1.2848 -2.2343 -0.2785  -0.52
C: 3.3352 0.0135 4.7074  -1.86
C: 2.4616 0.9115 3.8738  0.78
C: 2.7146 2.2777 3.8005  -0.83
C: 1.9071 3.1185 3.0424  1.29
C: 2.1484 4.6042 3.0076  -1.71
C: 0.8534 2.5648 2.3190  -0.60
C: 0.5763 1.1944 2.3587  -0.93
C: 1.3856 0.3881 3.1611  0.12
N: -0.4888 0.6479 1.5772  2.04
C: -1.8587 1.1436 2.0420  1.21
C: -2.8383 -0.0370 2.0505  -1.21
C: -2.3710 2.2437 1.1110  -1.47
C: -1.8360 1.6564 3.4829  -1.92
H: 3.6346 0.5037 5.6335  0.44
H: 4.2505 -0.2529 4.1738  0.32
H: 2.8223 -0.9120 4.9685  0.38
H: 3.5412 2.6994 4.3623  0.43
H: 3.1317 4.8586 3.4001  0.41
H: 1.4054 5.1258 3.6137  0.33
H: 2.0717 4.9982 1.9932  0.36
H: 0.2433 3.2102 1.6993  0.05
H: 1.1716 -0.6663 3.2561  0.24
H: -2.6235 -0.7681 1.2818  0.08
H: -3.8548 0.3145 1.8712  0.47
H: -2.8305 -0.5554 3.0107  0.35
H: -2.5567 1.8702 0.1056  0.27
H: -1.6829 3.0846 1.0555  0.11
H: -3.3221 2.6240 1.4904  0.63
H: -1.3201 0.9667 4.1533  0.38
H: -2.8759 1.7231 3.8064  0.51
H: -1.3922 2.6462 3.5958  0.36
C: 1.7542 0.5947 -2.7686  -0.85
C: 2.0545 1.7873 -3.6960  -1.01
N: 0.8108 2.4389 -4.0913  -0.15
C: -0.1258 1.4064 -4.5325  -0.96
C: -0.5541 0.5126 -3.3440  -1.00
N: 0.3833 0.7282 -2.1866  2.49
C: 0.1502 2.1375 -1.7330  -0.14
C: 0.2523 3.1158 -2.9285  -0.94
H: 2.4816 0.4773 -1.9783  0.11
H: 1.7510 -0.3342 -3.3390  0.51
H: 2.5829 1.4450 -4.5865  0.41
H: 2.6903 2.5302 -3.2081  0.25
H: 0.3563 0.8244 -5.3188  0.32
H: -1.0031 1.8812 -4.9707  0.38
H: -0.5561 -0.5435 -3.6036  0.34
H: -1.5565 0.7583 -3.0104  0.44
H: 0.8823 2.3699 -0.9606  0.25
H: -0.8424 2.1746 -1.2846  -0.08
H: 0.8898 3.9622 -2.6710  0.37
H: -0.7281 3.5121 -3.1932  0.32
N: 3.7926 1.0839 -0.3254  -0.91
N: 2.4936 0.9818 0.2849  0.14
H: 4.4473 1.4899 0.3364  0.30
H: 3.7302 1.7186 -1.1126  0.14
H: 2.2780 1.7744 0.8883  0.19
H: 2.6111 0.2269 0.9497  -0.03

***

[3]
The following is a DFT calculation (ωB97M-V with the def2-TZVPD basis set) of 2 unconnected molecules or ions with the total composition C22H45BBrCl2N4O7P2S.

Summary:
HOMO ... -11.13 eV
Net charge ... +1
Electronic energy ... -6211.05265 Eh

Each line ends with the Mulliken charge.
Positions of all 85 atoms, in Å:
C: 1.9341 -5.2401 0.4186  -1.20
C: 0.6018 -5.2807 -0.3485  0.12
C: 0.5744 -4.4027 -1.5858  -0.89
O: 0.4885 -3.0101 -1.2466  -0.26
C: -0.7142 -2.4301 -1.6650  -2.05
N: -0.7828 -1.0879 -1.0529  1.22
C: -0.9238 -0.9396 0.2334  -2.33
N: -1.0831 -2.0496 1.0448  1.33
C: -0.0162 -2.2764 2.0399  -0.68
C: -2.4169 -2.3387 1.6306  0.84
C: -3.2395 -3.3381 0.9006  -1.36
O: -2.6711 -1.8643 2.6766  -0.46
C: -0.7627 0.4980 0.6564  2.38
C: 0.8060 0.5790 0.9268  -0.92
C: 1.9364 -0.2129 0.2377  -0.60
N: 2.8114 -0.7384 1.3014  -0.60
C: -1.3211 0.8910 2.0684  -1.97
B: -2.6554 1.6560 2.5495  1.16
O: -2.5976 3.0652 2.5624  -0.64
O: -3.7199 0.9891 3.1233  -0.67
C: -1.4155 1.1652 -0.6448  1.68
C: -1.3462 2.7395 -0.7303  -0.65
Br: -1.5461 3.5007 -2.5251  0.00
C: -0.1869 3.4403 -0.0400  1.04
C: -0.2591 4.9696 -0.1073  -1.68
P: -3.2253 0.7397 -0.5663  0.34
O: -3.4682 -0.6801 -0.2972  -0.57
O: -3.7655 1.7207 0.5503  -0.71
O: -3.8718 1.2878 -1.9020  -0.58
C: -0.8360 0.2139 -1.8032  -0.58
C: 0.5072 0.8050 -2.3225  -0.72
C: 1.5746 -0.0531 -2.9763  0.37
C: 2.9365 0.5735 -3.0975  -1.73
N: 1.2523 -1.1808 -3.4464  -0.26
P: -1.8203 -0.1078 -3.4481  0.29
S: -3.1889 -1.4690 -3.5964  -0.30
H: 2.6387 -4.5592 -0.0659  0.25
H: 1.8102 -4.8935 1.4423  0.29
H: 2.4020 -6.2219 0.4665  0.33
H: 0.3758 -6.3029 -0.6576  0.55
H: -0.2105 -4.9539 0.3062  -0.22
H: -0.2487 -4.6743 -2.2527  0.50
H: 1.4986 -4.5330 -2.1563  0.37
H: -1.5936 -2.9925 -1.3460  0.65
H: -0.7338 -2.2993 -2.7407  0.80
H: -0.2494 -3.2172 2.5374  0.42
H: 0.9268 -2.3963 1.5165  0.18
H: 0.0634 -1.4955 2.7949  0.18
H: -2.6038 -4.1003 0.4538  0.19
H: -3.8127 -2.8373 0.1226  0.25
H: -3.9092 -3.8099 1.6185  0.53
H: 1.0986 1.6234 0.9739  -0.53
H: 0.8849 0.2506 1.9625  1.24
H: 2.4973 0.4839 -0.3871  0.43
H: 1.6304 -1.0281 -0.4147  -0.26
H: 3.3847 -1.4946 0.9453  0.30
H: 3.4336 0.0147 1.5709  0.25
H: -1.2603 -0.0494 2.6232  0.21
H: -0.5480 1.5355 2.5012  0.25
H: -2.0433 3.4325 3.2608  0.32
H: -3.5010 0.3393 3.7988  0.35
H: -2.2439 3.0939 -0.2230  1.11
H: -0.2053 3.1519 1.0087  -0.79
H: 0.7511 3.1259 -0.4977  0.15
H: 0.2707 5.3631 -0.9736  0.42
H: 0.2293 5.3865 0.7743  0.41
H: -1.2871 5.3335 -0.1160  0.38
H: -4.6507 1.4362 0.8541  0.45
H: -3.9687 2.2537 -1.9263  0.40
H: 0.2120 1.5035 -3.1158  1.05
H: 0.9652 1.4402 -1.5705  -0.57
H: 3.3557 0.3491 -4.0782  0.55
H: 2.9220 1.6509 -2.9404  0.33
H: 3.6065 0.1360 -2.3536  0.29
H: 2.0386 -1.6340 -3.9124  0.29
H: -0.7190 -0.3113 -4.2684  0.18
H: -2.2238 1.1780 -3.7714  0.13
Cl: 1.8640 3.7683 2.6825  -0.06
C: 3.6101 3.9418 3.0261  -0.60
C: 4.4276 3.8830 1.7625  -0.52
Cl: 4.3537 2.2544 1.0234  -0.17
H: 3.8866 3.1525 3.7191  0.35
H: 3.7502 4.9071 3.5078  0.37
H: 5.4735 4.0920 1.9743  0.37
H: 4.0622 4.5887 1.0218  0.31

***

> The lowest electronic energy belongs to which entry?

C22H45BBrCl2N4O7P2S